No. 1
Formula: C20H52O10
Source: OMol25
Level of theory: wB97M-V/def2-TZVPD

Element x y z (Å)
1 O 10.838 -1.587 2.501
2 C 10.088 -1.169 1.610
3 O 8.868 -0.466 1.798
4 C 7.810 -1.301 2.336
5 O 6.617 -1.015 1.566
6 O 8.112 -2.692 2.406
7 H 10.431 -1.304 0.519
8 H 7.599 -0.938 3.405
9 H 6.444 -1.756 0.949
10 H 8.102 -3.108 1.512
11 C 7.080 1.030 -3.119
12 C 6.155 0.548 -2.013
13 C 6.037 1.577 -0.901
14 O 6.656 -0.676 -1.475
15 H 8.091 1.202 -2.735
16 H 7.165 0.276 -3.906
17 H 6.714 1.959 -3.562
18 H 5.165 0.339 -2.427
19 H 7.012 1.767 -0.440
20 H 5.379 1.212 -0.109
21 H 5.639 2.521 -1.279
22 H 7.532 -0.502 -1.106
23 C 2.886 2.427 1.196
24 C 2.089 2.490 -0.099
25 C 0.696 1.908 0.081
26 O 2.778 1.764 -1.115
27 H 3.012 1.391 1.526
28 H 3.888 2.837 1.049
29 H 2.390 2.989 1.992
30 H 2.014 3.528 -0.434
31 H 0.749 0.854 0.372
32 H 0.139 1.949 -0.859
33 H 0.134 2.453 0.843
34 H 2.849 0.842 -0.827
35 C -4.701 0.751 -0.049
36 C -3.246 0.524 0.325
37 C -3.120 -0.441 1.493
38 O -2.644 1.770 0.674
39 H -5.257 1.188 0.787
40 H -4.778 1.456 -0.882
41 H -5.185 -0.185 -0.338
42 H -2.701 0.131 -0.538
43 H -3.620 -0.045 2.382
44 H -2.069 -0.587 1.759
45 H -3.557 -1.413 1.251
46 H -3.118 2.127 1.436
47 C -4.403 -1.317 -3.758
48 C -5.017 -2.292 -2.766
49 C -5.484 -3.564 -3.456
50 O -6.124 -1.672 -2.114
51 H -5.135 -1.018 -4.515
52 H -4.083 -0.403 -3.250
53 H -3.540 -1.758 -4.263
54 H -4.284 -2.541 -1.994
55 H -6.254 -3.342 -4.203
56 H -5.933 -4.250 -2.733
57 H -4.653 -4.072 -3.951
58 H -6.779 -1.447 -2.787
59 C 0.373 -2.403 -0.098
60 C 1.829 -2.633 0.275
61 C 1.955 -3.601 1.441
62 O 2.432 -1.388 0.624
63 H -0.181 -1.967 0.740
64 H 0.296 -1.697 -0.930
65 H -0.114 -3.338 -0.388
66 H 2.372 -3.026 -0.589
67 H 1.456 -3.206 2.332
68 H 3.006 -3.748 1.706
69 H 1.517 -4.572 1.198
70 H 1.959 -1.032 1.388
71 C -8.972 2.987 3.088
72 C -7.728 2.619 2.294
73 C -7.703 3.320 0.945
74 O -7.693 1.207 2.095
75 H -9.878 2.684 2.554
76 H -8.982 2.467 4.049
77 H -9.019 4.063 3.272
78 H -6.835 2.889 2.865
79 H -8.566 3.029 0.337
80 H -6.810 3.038 0.382
81 H -7.712 4.407 1.065
82 H -8.478 0.958 1.591

Force components x, y, z for each atom (eV/Å):
-2.9 1.5 -2.6
2.3 -0.7 1.6
1.4 -2.2 -0.5
-1.9 0.1 0.8
1.7 -0.9 0.8
-0.2 1.3 -0.9
-0.9 0.5 1.3
0.4 -0.7 -1.7
0.1 0.7 0.3
0.0 0.6 0.8
0.0 -0.1 -0.3
0.5 0.5 0.2
-0.2 0.1 0.2
-0.1 -0.5 -0.1
-0.1 0.1 0.1
-0.1 0.1 0.0
0.1 0.0 0.0
0.1 -0.2 0.1
0.0 0.0 -0.1
0.0 0.0 -0.1
0.0 -0.1 0.0
-0.2 0.1 0.0
0.2 0.2 0.1
0.0 -0.7 0.3
-0.2 0.2 -0.1
0.1 0.1 -0.3
-0.1 0.0 0.0
-0.1 0.0 0.0
0.0 0.0 0.0
0.1 -0.1 -0.1
0.1 0.1 0.1
0.0 0.1 0.1
0.0 -0.1 -0.1
-0.1 0.1 0.1
0.0 0.0 -0.2
-0.5 0.1 0.5
0.2 -0.2 0.0
0.3 0.1 -0.2
0.1 -0.2 0.1
0.1 -0.1 0.0
-0.1 0.1 0.0
0.1 0.2 0.1
-0.1 0.0 -0.1
-0.1 0.0 -0.1
0.0 0.1 0.1
0.0 -0.1 -0.1
0.2 0.2 0.1
-0.4 0.1 -0.6
0.0 -0.3 0.2
0.0 0.0 0.3
0.0 -0.1 0.0
0.0 -0.1 0.0
-0.1 0.0 0.0
-0.2 0.1 0.1
0.1 0.1 0.0
0.1 0.1 0.0
-0.1 0.0 0.0
0.1 0.0 0.1
-0.1 0.1 -0.3
-0.5 0.0 0.5
0.2 -0.2 0.0
0.3 0.2 -0.2
0.1 -0.1 0.1
0.0 -0.1 0.0
0.0 0.1 0.0
0.1 0.2 0.1
-0.1 0.0 -0.1
-0.1 0.0 -0.1
0.0 0.1 0.1
0.1 -0.1 -0.1
0.0 0.0 0.3
-0.7 0.0 -0.4
0.3 0.1 -0.1
0.3 -0.1 0.2
0.1 0.1 -0.1
0.1 0.1 -0.1
0.0 -0.1 0.0
0.0 -0.2 0.0
-0.1 0.0 0.1
0.0 0.1 0.1
0.0 -0.1 0.0
0.1 0.1 0.1

For the frontier orbital gap, the calculation gives 10.1247 eV. As for the charge: 0. For the maximum force, the calculation gives 4.16 eV Å⁻¹. The LUMO energy is 0.38 eV.



No. 2
Formula: C42H38IrN8O6SSi
Source: OMol25
Level of theory: wB97M-V/def2-TZVPD

Element x y z (Å)
1 Ir -0.214 0.532 -0.067
2 O -3.712 0.881 2.307
3 C -2.532 0.874 1.745
4 O -2.409 1.004 0.526
5 C -1.397 0.755 2.668
6 C -1.614 0.942 4.025
7 C -0.539 0.868 4.887
8 C 0.709 0.650 4.338
9 C 0.877 0.504 2.959
10 N -0.174 0.517 2.124
11 C 2.341 0.372 2.587
12 O 3.161 0.439 3.470
13 O 2.111 -0.026 0.141
14 H -4.408 0.982 1.636
15 H -2.618 1.143 4.369
16 H -0.660 0.978 5.955
17 H 1.586 0.578 4.963
18 N 0.077 -3.926 -0.363
19 C -0.709 -2.918 0.017
20 N 0.013 -1.817 0.065
21 C 1.274 -2.224 -0.300
22 N 1.335 -3.511 -0.561
23 C 2.393 -1.319 -0.329
24 C 3.636 -1.605 -0.825
25 N 4.700 -0.805 -0.832
26 C 4.904 0.234 -0.034
27 C 4.161 0.655 1.050
28 N 2.859 0.284 1.294
29 H -0.155 -4.900 -0.482
30 H -1.758 -3.006 0.245
31 H 3.760 -2.571 -1.305
32 H 5.848 0.746 -0.185
33 H 4.600 1.298 1.798
34 O -0.335 0.253 -2.065
35 Si 0.092 0.537 -3.585
36 C 1.965 0.421 -3.831
37 C 2.785 1.419 -3.301
38 C 4.149 1.409 -3.558
39 C 4.705 0.386 -4.312
40 C 3.900 -0.624 -4.815
41 C 2.530 -0.608 -4.579
42 C -0.554 2.249 -4.113
43 C 0.252 3.173 -4.768
44 C -0.300 4.358 -5.249
45 C -1.653 4.611 -5.083
46 C -2.457 3.697 -4.415
47 C -1.909 2.522 -3.923
48 C -0.724 -0.615 -4.848
49 C -0.507 -0.404 -6.206
50 C -1.140 -1.212 -7.141
51 C -1.993 -2.224 -6.721
52 C -2.207 -2.441 -5.370
53 C -1.574 -1.635 -4.429
54 H 2.355 2.223 -2.712
55 H 4.775 2.204 -3.172
56 H 5.770 0.375 -4.505
57 H 4.329 -1.427 -5.401
58 H 1.907 -1.391 -4.993
59 H 1.305 2.974 -4.929
60 H 0.332 5.070 -5.765
61 H -2.083 5.521 -5.480
62 H -3.513 3.896 -4.286
63 H -2.545 1.797 -3.422
64 H 0.151 0.389 -6.546
65 H -0.971 -1.039 -8.196
66 H -2.499 -2.839 -7.454
67 H -2.869 -3.233 -5.041
68 H -1.744 -1.804 -3.371
69 C -2.226 4.471 2.578
70 C -2.379 5.468 1.431
71 C -2.739 4.796 0.106
72 N -1.691 3.865 -0.337
73 C -0.410 4.077 -0.517
74 S 0.755 2.806 -0.415
75 N 0.138 5.302 -0.719
76 C -0.416 6.429 -1.386
77 O -1.549 6.405 -1.790
78 C 0.516 7.561 -1.566
79 C 0.095 8.577 -2.426
80 C 0.922 9.650 -2.701
81 C 2.180 9.720 -2.118
82 C 2.596 8.729 -1.239
83 C 1.771 7.656 -0.958
84 H -1.916 4.981 3.489
85 H -1.474 3.709 2.347
86 H -3.179 3.973 2.780
87 H -1.458 6.040 1.309
88 H -3.168 6.182 1.669
89 H -2.923 5.544 -0.658
90 H -3.640 4.194 0.228
91 H -1.949 2.894 -0.328
92 H 1.144 5.300 -0.647
93 H -0.888 8.501 -2.871
94 H 0.588 10.436 -3.364
95 H 2.838 10.548 -2.342
96 H 3.564 8.802 -0.761
97 H 2.112 6.925 -0.234

Force components x, y, z for each atom (eV/Å):
0.6 0.4 -3.7
0.0 0.0 0.3
-0.6 0.3 -0.9
0.3 -0.3 0.4
0.6 -0.2 0.7
-0.3 0.0 -0.4
0.3 -0.1 -0.1
-0.1 -0.1 0.2
-0.4 -0.2 0.1
-0.3 0.4 1.0
0.5 -0.2 -0.5
-0.1 0.1 0.1
-0.2 0.0 0.2
0.0 0.0 0.0
0.0 0.0 0.1
0.0 0.0 0.0
0.0 0.1 0.0
-0.2 0.1 0.1
0.0 -0.2 -0.1
0.1 0.1 0.2
-0.5 -0.2 0.2
0.3 0.1 -0.1
0.7 -0.2 -0.2
-0.7 0.2 0.3
0.5 0.1 -0.3
-0.2 -0.2 0.0
0.3 0.1 -0.1
-0.2 -0.1 0.1
0.0 0.0 0.0
0.0 -0.1 -0.1
0.0 0.0 0.1
0.0 0.0 0.0
-0.1 0.1 0.0
-0.6 -0.4 4.0
0.6 0.7 -3.5
-0.9 0.1 0.6
0.3 0.0 -0.1
-0.1 0.1 0.2
0.1 -0.1 0.0
-0.1 -0.1 0.0
0.2 0.0 0.0
0.5 -0.7 0.7
-0.2 0.3 -0.1
0.1 -0.1 0.0
0.0 0.1 0.0
-0.1 -0.1 0.1
0.0 0.3 -0.1
0.2 0.2 1.3
-0.2 -0.2 -0.2
0.1 0.2 0.0
0.0 -0.1 -0.1
0.0 0.0 0.2
0.0 -0.2 -0.4
0.0 0.0 -0.1
0.0 0.0 0.0
0.0 0.0 0.0
0.0 0.0 0.0
0.0 0.0 0.0
0.0 0.0 0.0
-0.1 0.0 0.0
0.0 0.0 0.0
0.0 0.0 0.0
0.0 0.0 0.0
0.0 0.0 0.0
0.0 0.0 0.0
0.0 0.0 0.0
0.0 0.0 -0.1
0.0 0.0 0.0
0.0 0.1 -0.1
0.0 -0.3 0.0
-0.2 0.3 0.2
0.0 0.2 -0.1
-0.1 0.3 0.1
-0.1 -0.4 0.2
0.1 -0.2 0.1
-0.2 0.0 0.0
0.2 0.0 -0.2
0.2 0.2 -0.1
-0.1 -0.1 0.0
0.0 0.0 0.0
0.0 0.0 0.0
0.1 0.0 0.0
-0.1 -0.1 0.0
0.0 -0.1 0.0
0.0 0.0 0.0
0.0 0.0 0.0
0.0 0.1 0.0
0.0 0.0 -0.1
0.0 -0.2 0.0
0.0 -0.1 0.0
0.0 -0.2 0.0
0.0 0.0 -0.1
0.0 0.0 0.0
0.0 0.0 0.0
0.0 0.0 0.0
0.0 0.0 0.0
0.0 0.0 0.0

For the frontier orbital gap (alpha / beta), the calculation gives 5.8360 / 4.7004 eV. Its spin multiplicity is 6. The energy above the lowest of the compared OMol25 structures with the same formula, charge and spin is 3.420 eV. As for the charge: +2. For the maximum force, the calculation gives 4.08 eV Å⁻¹. The LUMO energy (alpha / beta) is -6.85 / -7.98 eV.



No. 3
Formula: C49H49N2O24PS
Source: OMol25
Level of theory: wB97M-V/def2-TZVPD

Element x y z (Å)
1 H 5.077 -2.338 -0.876
2 N 4.346 -2.209 -1.621
3 C 3.681 -0.992 -1.432
4 C 2.496 -0.634 -2.508
5 C 0.988 -0.534 -1.868
6 C 0.053 0.748 -2.359
7 C -1.521 0.980 -1.844
8 P -2.628 2.446 -2.452
9 O -4.237 1.849 -2.912
10 O -2.929 3.620 -1.157
11 S -1.916 3.329 -4.037
12 C -2.205 -0.083 -0.801
13 C -1.256 -1.365 -0.297
14 C 0.301 -1.590 -0.819
15 C 1.118 -2.911 -0.290
16 C 1.800 -2.553 1.192
17 O 2.183 -3.794 1.943
18 C 2.952 -3.334 3.130
19 O 3.668 -4.284 3.769
20 C -2.023 -2.407 0.764
21 O -1.381 -2.961 1.795
22 C -3.647 -2.634 0.436
23 C -4.279 -4.150 0.630
24 C -3.287 -5.364 0.151
25 N -3.145 -6.501 1.150
26 C -2.608 -7.676 0.350
27 C -1.882 -8.840 1.271
28 C -2.245 -6.142 2.313
29 C -2.963 -6.059 3.810
30 O -0.926 -5.929 2.265
31 C -4.512 -1.476 -0.028
32 C -6.117 -1.582 -0.348
33 C -7.053 -2.012 0.928
34 C -7.548 -0.771 1.878
35 C -6.581 -0.743 3.212
36 O -7.349 -0.848 4.496
37 C -3.781 0.013 -0.246
38 O -4.405 1.158 0.043
39 H 4.043 -0.318 -0.540
40 H 2.750 0.450 -2.936
41 H 2.479 -1.340 -3.464
42 H 0.446 1.554 -3.122
43 H -4.736 2.612 -3.329
44 H -2.391 3.338 -0.342
45 H 1.958 -3.201 -1.055
46 H 0.356 -3.794 -0.064
47 H 1.025 -1.938 1.860
48 H 2.781 -1.920 1.105
49 H 2.898 -2.206 3.478
50 H -5.248 -4.221 -0.064
51 H -4.671 -4.316 1.732
52 H -3.761 -5.854 -0.828
53 H -2.204 -5.036 -0.151
54 H -3.508 -8.140 -0.238
55 H -1.790 -7.291 -0.402
56 H -2.421 -9.010 2.312
57 H -1.709 -9.826 0.664
58 H -0.795 -8.436 1.549
59 H -2.364 -5.404 4.579
60 H -2.948 -7.174 4.235
61 H -4.094 -5.683 3.751
62 H -6.308 -2.343 -1.248
63 H -6.482 -0.523 -0.750
64 H -6.577 -2.843 1.612
65 H -8.044 -2.502 0.478
66 H -7.614 0.274 1.324
67 H -8.671 -1.020 2.196
68 H -5.951 0.257 3.222
69 H -5.790 -1.624 3.239
70 H -6.915 -1.588 5.051
71 O 1.621 3.171 -2.731
72 C 2.307 3.933 -3.402
73 C 2.302 3.906 -4.873
74 C 3.074 4.738 -5.574
75 O 3.072 4.720 -6.956
76 C 3.967 5.719 -4.897
77 O 4.679 6.458 -5.568
78 C 3.955 5.763 -3.427
79 C 3.180 4.933 -2.726
80 O 3.161 4.971 -1.344
81 H 1.650 3.187 -5.352
82 H 3.713 5.413 -7.227
83 H 4.596 6.493 -2.948
84 H 2.525 4.274 -1.073
85 O 6.028 -3.417 0.459
86 C 6.894 -4.160 0.908
87 C 6.809 -4.739 2.258
88 C 7.777 -5.530 2.724
89 O 7.702 -6.080 3.990
90 C 8.975 -5.853 1.901
91 O 9.857 -6.568 2.363
92 C 9.049 -5.294 0.542
93 C 8.079 -4.505 0.075
94 O 8.140 -3.978 -1.202
95 H 5.934 -4.494 2.847
96 H 8.521 -6.612 4.093
97 H 9.917 -5.551 -0.052
98 H 7.324 -3.441 -1.302
99 O 8.474 10.430 -9.124
100 C 8.240 10.213 -7.941
101 C 9.266 10.357 -6.897
102 C 8.982 10.096 -5.620
103 O 9.942 10.232 -4.633
104 C 7.624 9.648 -5.205
105 O 7.399 9.397 -4.026
106 C 6.591 9.527 -6.245
107 C 6.874 9.791 -7.522
108 O 5.907 9.682 -8.505
109 H 10.250 10.681 -7.212
110 H 9.492 9.984 -3.796
111 H 5.603 9.217 -5.927
112 H 6.358 9.924 -9.343
113 O -10.048 3.165 4.969
114 C -9.214 3.051 5.861
115 C -7.886 2.464 5.623
116 C -7.007 2.340 6.620
117 O -5.757 1.792 6.403
118 C -7.337 2.785 8.002
119 O -6.515 2.641 8.901
120 C -8.656 3.394 8.234
121 C -9.533 3.522 7.237
122 O -10.774 4.096 7.447
123 H -7.661 2.143 4.615
124 H -5.309 1.810 7.277
125 H -8.875 3.730 9.240
126 H -11.224 4.071 6.575

Force components x, y, z for each atom (eV/Å):
-1.0 0.4 -0.8
-2.6 5.5 1.3
2.2 -4.8 -1.2
-0.1 1.1 0.2
-4.2 1.2 1.1
-1.8 -2.2 2.0
1.1 -3.6 2.2
-1.7 1.1 -0.2
2.4 1.5 1.2
1.8 -3.4 -0.8
0.0 -0.4 0.9
3.5 -0.7 -1.0
0.3 1.9 -1.6
-1.6 2.1 -0.8
-0.2 0.5 1.1
-0.5 1.0 0.0
1.8 3.5 2.4
2.5 -6.7 1.4
-4.6 6.6 -4.0
2.2 -0.9 2.8
-4.1 3.1 -6.3
-1.7 2.5 -0.9
-0.4 0.5 -0.4
0.0 0.0 -0.8
1.3 0.3 0.1
0.9 -1.2 0.0
1.0 1.0 0.4
5.2 1.5 1.4
-0.2 -0.6 -0.4
-7.9 -1.5 -0.4
2.6 -2.1 0.8
0.2 0.3 -0.2
-1.2 -0.1 -0.5
-0.3 -0.8 0.6
0.7 0.4 0.2
1.7 -1.5 -0.5
-1.8 3.0 1.3
4.0 -7.0 -2.0
-1.2 -0.9 -1.9
-0.7 -2.2 1.0
0.3 1.1 2.4
-0.8 -1.9 1.8
1.1 -1.0 0.7
-1.3 0.5 -1.6
-1.8 0.5 1.5
1.7 1.9 -0.7
1.5 -1.4 -1.6
-1.9 -1.1 -0.3
0.0 -2.3 -1.0
2.1 0.4 1.6
1.1 0.4 -2.2
1.0 1.1 2.2
-1.9 -0.1 0.5
1.7 1.0 1.1
-1.5 -0.8 1.2
0.9 0.1 -2.4
-0.7 1.9 1.2
-2.4 -0.9 -0.6
-1.0 -1.2 -1.9
-0.2 2.4 -1.0
2.6 -1.0 0.0
0.7 1.5 2.0
0.9 -2.2 1.0
-0.8 1.7 -1.5
2.2 1.0 0.8
0.5 -2.2 1.1
2.6 0.5 -0.4
-1.3 -1.9 0.1
-1.7 1.7 -0.5
-1.0 1.9 -1.5
0.7 0.7 -0.1
-0.6 -0.5 -0.4
-0.1 -0.2 0.5
-0.4 -0.4 -1.9
0.5 0.6 1.9
0.7 0.8 0.2
-0.6 -0.6 0.2
0.1 0.1 -0.3
0.3 0.5 1.8
-0.5 -0.7 -1.8
0.0 0.1 0.0
-0.3 -0.3 0.1
0.0 0.0 0.0
0.3 0.3 -0.1
0.7 -0.3 0.1
-0.7 0.1 0.6
-0.2 0.4 -0.4
-0.5 -0.5 1.8
0.8 0.4 -1.9
1.0 -0.5 -0.2
-0.8 0.5 -0.1
0.1 -0.2 0.2
0.6 0.4 -1.7
-0.8 -0.3 1.8
0.0 0.0 0.0
-0.3 0.2 0.0
-0.1 0.0 0.0
0.4 -0.3 0.0
-0.5 -0.2 0.8
0.8 0.3 -0.6
-0.1 0.0 -0.4
1.6 0.3 0.9
-1.8 -0.4 -0.7
-0.9 -0.3 0.6
0.5 0.3 -0.7
0.1 0.0 0.4
-1.6 -0.3 -0.9
1.8 0.4 0.7
-0.1 0.0 0.0
0.2 0.1 -0.3
0.1 0.0 0.0
-0.2 -0.1 0.3
0.4 0.1 0.8
0.0 -0.2 -1.1
-0.3 0.1 -0.1
1.4 -0.8 -0.8
-1.4 0.8 1.1
0.1 0.2 1.0
-0.4 0.0 -0.8
0.3 -0.1 0.1
-1.5 0.8 0.8
1.4 -0.9 -1.0
0.0 0.0 0.1
-0.2 0.0 -0.4
0.0 0.0 -0.1
0.2 0.0 0.3

For the frontier orbital gap, the calculation gives 6.9688 eV. As for the charge: 0. For the maximum force, the calculation gives 8.98 eV Å⁻¹. The LUMO energy is -1.99 eV.



No. 4
Formula: C8H14NO4
Source: OMol25
Level of theory: wB97M-V/def2-TZVPD

Element x y z (Å)
1 C 2.247 2.427 -0.155
2 C -1.292 1.077 0.157
3 C 1.636 0.503 1.469
4 C 1.086 1.736 0.597
5 C 0.032 1.402 -0.333
6 C 1.621 -1.584 -1.304
7 C -0.109 -1.803 0.454
8 C -3.545 0.737 -0.511
9 N 0.960 -1.062 -0.177
10 O 2.872 1.844 -0.975
11 O -1.527 0.683 1.293
12 O 1.959 -0.527 0.632
13 O -2.244 1.268 -0.767
14 H 2.379 3.494 0.136
15 H 2.641 0.590 2.019
16 H 0.792 0.110 2.080
17 H 0.499 2.440 1.436
18 H 0.424 1.366 -1.290
19 H 2.129 -0.751 -1.968
20 H 2.328 -2.258 -1.037
21 H 0.842 -2.090 -2.002
22 H -0.481 -1.145 1.162
23 H -0.777 -2.172 -0.212
24 H 0.404 -2.781 0.725
25 H -3.764 0.259 -1.353
26 H -4.356 1.507 -0.161
27 H -3.631 0.131 0.437

Force components x, y, z for each atom (eV/Å):
-1.0 0.7 1.3
-2.5 0.0 0.6
-0.4 -0.8 1.2
-1.3 2.1 2.7
1.9 -1.5 1.9
-2.2 2.1 -5.1
4.3 -1.6 1.0
-1.4 2.4 5.6
0.3 2.8 0.3
0.4 -0.3 -0.6
0.8 0.5 -1.1
0.0 -1.8 -1.9
0.9 0.0 0.5
0.4 -0.3 -0.3
-1.8 0.8 -0.5
0.7 1.1 0.3
1.9 -1.6 -1.8
-0.5 0.0 -2.4
-1.0 -1.5 1.6
2.3 -2.2 0.9
1.3 0.8 1.3
-1.2 0.2 1.8
-2.3 -0.2 -2.4
-0.7 1.1 0.9
-1.5 -2.0 -3.2
1.8 -0.6 -1.5
0.9 -0.1 -1.3

For the frontier orbital gap (alpha / beta), the calculation gives 8.1705 / 6.9334 eV. The energy above the lowest of the compared OMol25 structures with the same formula, charge and spin is 5.290 eV. As for the charge: +1. For the maximum force, the calculation gives 6.27 eV Å⁻¹. The LUMO energy (alpha / beta) is -5.96 / -6.58 eV.